Below is a cluster of 2 separate species, C6H15N4 in total at a distorted geometry, with properties calculated with ωB97M-V with the def2-TZVPD basis set.

Last column: natural (NBO) charge in e.
Positions of all 25 atoms, in Å:
C  -3.05222  -0.31539  0.90681  0.62
C  2.10250  -1.30886  -0.56924  -0.45
C  1.93803  0.23720  -0.56479  -0.41
C  0.80581  -1.79498  0.07493  -0.24
C  0.92269  0.56712  0.44408  -0.07
C  0.15500  1.89834  0.19099  -0.59
N  -2.16449  -0.32467  1.76842  -0.83
N  0.00377  -0.57586  0.27449  -0.56
N  -3.55665  -0.35714  -0.17913  -0.28
N  -4.53429  0.23112  -0.89677  -0.60
H  2.49109  -1.82429  -1.46963  0.26
H  2.99962  -1.36412  0.10535  0.23
H  2.93993  0.75739  -0.40235  0.25
H  1.49032  0.65442  -1.58097  0.21
H  0.14227  -2.62870  -0.44420  0.25
H  1.06641  -2.14175  1.18350  0.23
H  1.31165  0.63533  1.40887  0.22
H  1.02755  2.61616  0.44780  0.24
H  -0.62757  2.00187  0.77470  0.21
H  -0.08662  2.01578  -0.93922  0.21
H  -0.74743  -0.67022  1.07257  0.47
H  -0.64411  -0.39102  -0.60242  0.42
H  -2.26518  -0.76323  2.69010  0.42
H  -4.59351  1.22208  -0.75782  0.38
H  -4.36177  -0.09249  -1.93730  0.40

Values from the calculation:
- ΔE to the lowest compared entry with this formula, charge and spin: 2.876 eV
- Highest occupied orbital energy: -0.4703 hartree
- Energy: -12416.2930 eV
- Molecular weight: 143.21 g mol⁻¹
- Net charge: +1
- HOMO-LUMO gap: 9.803 eV